67
Properties=species:S:1:pos:R:3:forces:R:3 method="wB97M-V/def2-TZVPD" molar_mass_da=445.6 largest_force_ev_per_a=1.27 homo_lumo_gap_ev=8.612 e_above_lowest_kj_mol=6.1
C 2.66227 0.52053 1.50961 -0.343 -0.078 0.179
C 1.55151 0.38388 2.54467 0.309 0.024 0.044
H 1.78373 -0.44644 3.22807 -0.048 0.115 -0.007
H 1.45738 1.30492 3.12595 0.081 -0.134 0.034
O 0.26358 0.18540 1.99104 -0.162 -0.138 -0.267
C 0.01593 -1.08607 1.46514 -0.056 -0.191 0.923
C -1.46393 -1.43927 1.67297 0.118 -0.029 -0.304
C -1.68623 -2.93290 1.38327 -0.004 0.012 0.161
C -1.79798 -3.79220 2.64518 0.418 0.122 -0.087
C -0.55906 -3.74823 3.54394 -0.551 -0.091 0.217
O 0.64170 -4.02176 2.86274 0.348 -0.190 -0.302
H 0.54637 -4.85573 2.38874 0.054 0.051 0.022
H -0.42958 -2.75118 3.97098 -0.039 -0.029 0.042
H -0.69515 -4.45815 4.37433 0.002 0.198 -0.038
H -1.97579 -4.82736 2.33935 -0.073 -0.050 0.081
H -2.65569 -3.46881 3.23820 -0.089 -0.050 0.052
H -2.60432 -3.06255 0.80703 0.036 0.008 -0.070
H -0.86760 -3.30329 0.76304 -0.067 -0.049 -0.080
H -1.70016 -1.21517 2.71596 0.057 0.007 -0.011
C -2.33846 -0.54483 0.76953 0.220 -0.036 0.194
C -1.80183 -0.64792 -0.62673 0.112 -0.022 0.175
C -0.53049 -0.96280 -0.85659 -0.282 -0.155 0.077
O 0.41068 -1.17892 0.10699 0.003 -0.064 -0.498
C -0.01458 -1.35588 -2.22152 -0.134 0.066 0.177
O 0.12010 -2.53945 -2.47938 0.100 -0.228 0.070
N 0.24876 -0.38110 -3.11405 0.005 0.020 -0.247
C 0.09710 1.02866 -2.82630 -0.093 0.474 0.509
C 1.14970 1.58329 -1.86425 -0.010 0.139 -0.392
H 1.19672 0.94333 -0.98406 -0.039 0.035 0.140
C 2.54872 1.71942 -2.46228 -0.079 -0.145 0.313
H 2.49890 2.32767 -3.36885 0.049 0.086 -0.024
H 3.15153 2.27576 -1.74026 -0.004 0.063 -0.044
C 3.25920 0.39270 -2.76453 0.127 0.244 -0.180
H 2.87951 -0.38174 -2.09703 0.062 -0.083 0.108
H 4.31700 0.52374 -2.52719 -0.021 -0.045 0.040
C 3.16062 -0.08922 -4.22094 -0.010 -0.333 0.101
C 2.16660 -1.22411 -4.46220 -0.112 0.259 -0.114
H 2.31522 -2.01200 -3.72325 0.013 -0.080 -0.040
C 0.69778 -0.80254 -4.42818 0.181 -0.548 -0.217
H 0.51933 0.00958 -5.13575 -0.032 -0.007 0.054
H 0.08985 -1.66581 -4.71839 0.031 0.159 -0.052
H 2.35780 -1.65354 -5.44841 -0.017 -0.076 -0.007
H 4.14315 -0.45344 -4.52957 -0.008 0.063 -0.055
H 2.91511 0.75087 -4.87527 0.067 0.071 -0.073
H 0.81527 2.57345 -1.54273 -0.057 -0.008 0.083
H -0.89786 1.19823 -2.40149 0.102 0.073 -0.130
H 0.15046 1.57080 -3.77307 -0.062 -0.062 0.040
H -2.48152 -0.50869 -1.45162 0.020 -0.002 -0.240
C -2.40797 0.86953 1.30664 -0.331 0.139 -0.033
C -3.19465 1.12456 2.42108 0.073 -0.082 -0.174
C -3.28909 2.39124 2.99025 0.110 0.388 0.048
C -2.56588 3.39580 2.39647 0.303 -0.223 -0.428
C -1.77915 3.15033 1.27324 -0.377 -0.034 0.440
C -1.68688 1.90367 0.70966 -0.094 0.411 0.068
H -1.06571 1.72957 -0.14960 0.140 -0.055 -0.155
O -1.17303 4.31834 0.87792 0.035 -0.463 -0.193
C -1.59760 5.30097 1.79678 0.348 1.224 -0.020
O -2.47393 4.72281 2.73832 -0.276 -0.364 0.213
H -2.11789 6.10959 1.25753 0.071 -0.246 0.100
H -0.72170 5.72156 2.31799 -0.185 -0.175 -0.092
H -3.90072 2.57951 3.85663 -0.094 0.028 0.116
H -3.75566 0.31628 2.86693 -0.071 -0.129 0.039
H -3.35872 -0.94736 0.78412 0.112 -0.021 0.007
H 0.65117 -1.82874 1.97331 -0.113 0.169 -0.140
H 2.49396 1.39794 0.89091 0.009 0.086 -0.109
H 3.61885 0.62398 2.01547 0.129 0.028 0.042
H 2.69327 -0.36072 0.87350 0.084 -0.047 -0.085

=====

115
Properties=species:S:1:pos:R:3:forces:R:3 method="wB97M-V/def2-TZVPD" molar_mass_da=2263.2 charge=-1 largest_force_ev_per_a=0.70 homo_lumo_gap_ev=6.139
C 5.97363 4.40216 -0.56184 0.079 0.068 -0.029
C 5.42187 3.63851 -1.76906 -0.025 -0.171 -0.109
O 4.16120 4.08492 -2.22461 0.194 0.176 0.322
C 3.09411 3.87712 -1.30305 -0.298 -0.374 -0.128
C 2.42311 5.18782 -0.92850 0.202 0.386 0.062
O 1.18808 4.83144 -0.38669 -0.077 -0.025 -0.203
P 0.44804 3.65740 -1.51118 0.479 -0.282 0.266
C -1.30199 4.33686 -1.13708 -0.138 0.090 0.165
C -2.29766 4.58555 -2.26484 -0.365 0.103 0.589
C -3.66029 3.90663 -2.05306 -0.119 0.156 -0.074
I -1.64379 4.03444 -4.26533 -0.121 0.024 -0.476
C 0.28109 2.39742 -0.06143 -0.144 -0.168 0.125
C -0.74522 1.29772 -0.33473 0.270 -0.122 -0.083
F 1.48750 1.70655 0.21252 0.110 0.002 0.172
O 2.10763 3.11199 -1.88575 -0.246 -0.031 -0.114
H 5.72655 5.46814 -0.64842 0.104 -0.197 -0.012
H 5.56988 4.03096 0.38566 -0.035 0.089 -0.154
H 7.06742 4.29736 -0.52041 -0.212 0.026 0.005
H 6.09867 3.75759 -2.62481 -0.135 0.011 0.208
H 5.37414 2.55981 -1.54587 0.042 0.214 0.013
H 3.47305 3.35583 -0.39978 0.084 0.159 -0.196
H 3.03432 5.77036 -0.22194 -0.214 -0.133 0.031
H 2.29409 5.80503 -1.83870 0.170 -0.190 0.102
H -0.02751 2.64904 -2.42199 -0.018 0.142 0.063
H 0.54270 4.63093 -2.56444 0.054 0.097 0.000
H -1.81067 3.71170 -0.39956 0.064 -0.004 0.018
H -1.10266 5.29624 -0.64488 0.015 -0.178 -0.114
H -2.47050 5.65813 -2.37232 0.134 -0.148 -0.172
H -3.87947 3.85032 -0.97769 0.027 0.028 -0.206
H -4.46244 4.47948 -2.53672 0.152 -0.133 0.009
H -3.69351 2.89879 -2.47293 0.094 -0.004 0.189
H 0.07106 2.93529 0.87260 -0.152 0.020 -0.183
H -1.66437 1.67321 -0.79173 0.102 0.012 0.033
H -1.00839 0.74890 0.58018 0.039 0.101 -0.101
H -0.29036 0.58252 -1.03627 -0.161 0.186 0.115
C -1.67439 -0.39348 -4.69742 -0.164 0.109 -0.080
Cl -1.36006 -1.55019 -6.00922 0.007 0.060 0.061
Cl -2.45334 -1.20405 -3.33372 -0.090 -0.118 0.065
Cl -0.24026 0.42992 -4.16732 0.309 -0.008 -0.031
H -2.36938 0.34977 -5.07358 0.008 -0.061 -0.009
C -4.21542 3.29170 3.46366 0.071 0.021 -0.035
Cl -5.10336 3.64200 1.97925 0.048 0.045 0.058
Cl -5.17473 2.25687 4.52688 0.015 -0.014 0.033
Cl -2.65346 2.56533 3.10055 -0.032 0.014 -0.018
H -4.04105 4.22735 3.98135 -0.013 -0.048 -0.032
C 6.35690 -0.59229 -2.12218 -0.092 0.043 0.089
Cl 6.49803 -2.17853 -2.88595 0.011 -0.001 0.017
Cl 7.11964 0.65596 -3.11857 0.100 0.000 -0.009
Cl 4.68637 -0.18198 -1.78758 -0.046 -0.025 -0.010
H 6.89789 -0.62768 -1.18383 -0.016 -0.019 -0.057
C -9.34266 2.75888 5.86265 -0.023 -0.034 -0.082
Cl -8.26516 1.46683 6.38684 -0.032 -0.009 0.020
Cl -9.62280 3.91708 7.16885 0.000 -0.018 0.008
Cl -8.71578 3.56597 4.42843 -0.015 0.010 0.006
H -10.29745 2.31461 5.60575 0.052 0.018 0.030
C -5.98717 0.50022 -1.30890 0.064 -0.072 0.046
Cl -6.71827 1.87609 -0.47983 -0.113 -0.042 -0.081
Cl -5.87966 0.78691 -3.04391 -0.054 0.120 -0.019
Cl -4.40030 0.14524 -0.63833 0.040 0.021 0.072
H -6.61978 -0.36554 -1.15149 -0.001 0.075 -0.015
C -6.91142 -2.64293 -5.50146 -0.039 0.108 -0.005
Cl -6.66582 -3.72894 -6.87145 0.003 -0.016 -0.002
Cl -8.01239 -3.36526 -4.31944 0.003 -0.003 0.001
Cl -5.38725 -2.19659 -4.75403 0.038 -0.127 -0.065
H -7.38291 -1.74188 -5.87614 0.024 -0.052 0.021
C 6.92813 -6.31096 -1.59655 0.033 0.103 0.093
Cl 5.53324 -7.36474 -1.38787 -0.002 -0.130 0.024
Cl 6.92157 -5.57147 -3.19361 -0.046 -0.051 -0.132
Cl 6.96975 -5.07683 -0.33496 0.074 0.031 -0.015
H 7.82948 -6.90604 -1.50276 -0.075 -0.002 -0.031
C 10.99422 -4.15342 -3.89405 0.011 0.031 -0.012
Cl 10.99656 -5.23310 -5.29075 -0.004 0.003 0.002
Cl 10.03877 -2.70993 -4.20864 -0.006 -0.012 0.001
Cl 10.40974 -4.99241 -2.45528 0.077 0.002 0.084
H 12.01729 -3.84950 -3.70719 -0.060 -0.020 -0.010
C -2.93673 7.30542 -5.48492 0.092 -0.019 0.022
Cl -2.97360 7.00443 -7.22328 -0.008 0.003 0.004
Cl -2.50533 8.98588 -5.14865 -0.019 0.001 0.002
Cl -4.47892 6.88809 -4.74270 -0.055 0.030 0.021
H -2.17980 6.65728 -5.05167 -0.041 0.027 -0.048
C -8.41103 -2.04640 8.35447 -0.025 -0.015 0.034
Cl -9.66967 -2.43842 7.17668 0.011 -0.002 -0.006
Cl -6.88489 -1.68808 7.55455 0.022 0.069 0.030
Cl -8.92467 -0.70765 9.37986 0.033 -0.040 0.044
H -8.26363 -2.91569 8.98428 -0.011 0.042 -0.044
C 7.21779 -6.44835 3.59696 -0.040 -0.009 -0.073
Cl 6.53796 -7.54662 2.40106 0.020 0.002 0.019
Cl 7.65418 -7.32233 5.07394 -0.015 0.049 0.065
Cl 8.60812 -5.57741 2.95499 -0.011 -0.031 0.027
H 6.45701 -5.72301 3.85976 0.042 -0.032 -0.007
C -12.99094 0.62482 9.69295 -0.048 0.030 -0.006
Cl -12.27169 -0.06766 11.14780 0.003 0.001 -0.003
Cl -11.77936 1.45513 8.72087 -0.001 0.051 0.014
Cl -13.82149 -0.61365 8.74976 0.011 -0.003 0.002
H -13.72764 1.35583 10.00426 0.039 -0.046 -0.021
C -5.65285 -4.51084 4.45274 0.017 0.038 -0.067
Cl -5.24456 -6.22002 4.28787 -0.009 0.011 0.007
Cl -7.25028 -4.30653 5.17002 -0.010 -0.054 -0.043
Cl -4.42518 -3.65739 5.38724 -0.014 -0.008 0.006
H -5.67568 -4.07677 3.46014 0.005 -0.025 0.052
C 7.47645 2.28147 -6.32610 -0.033 -0.068 0.021
Cl 6.87997 3.54984 -5.26693 0.018 -0.013 -0.086
Cl 6.54340 2.20308 -7.82132 0.010 0.019 -0.001
Cl 9.19980 2.49249 -6.67381 -0.002 0.002 0.012
H 7.35963 1.33252 -5.81580 -0.007 0.045 -0.027
C 2.26338 -4.76698 -0.76263 -0.031 0.035 0.001
Cl 1.37952 -5.95386 -1.72680 0.009 -0.002 0.006
Cl 2.69513 -5.44447 0.81368 0.010 -0.010 0.015
Cl 3.69086 -4.19700 -1.61115 -0.011 0.097 -0.049
H 1.60793 -3.92091 -0.59253 0.033 -0.038 -0.005
C 9.52710 -10.53468 5.04678 -0.078 0.045 0.001
Cl 8.87148 -11.49458 3.72148 0.010 -0.003 0.001
Cl 9.95690 -11.55860 6.41928 0.006 0.000 -0.009
Cl 10.90608 -9.57776 4.51355 0.009 0.001 -0.002
H 8.75269 -9.84968 5.36979 0.046 -0.039 -0.024